Entry from OMol25: an isolated ion of composition CH3IO2P and charge -1 at a distorted geometry (the ωB97M-V functional and the def2-TZVPD basis).

Output
total energy = -22572.44492 eV
energy relative to the best compared isomer or geometry (same formula, charge and spin) = 47.27 kcal/mol
frontier orbital gap = 7.67 eV
HOMO level = -4.56 eV
M = 204.91 g mol⁻¹
SMILES string = C[P@](=O)([O-])I

The geometry in ORCA input format:
```
! RIJCOSX wB97M-V def2-TZVPD def2/J DEFGRID3
* xyz -1 1
C -0.85380 -0.53710 -0.08756
O 0.66219 1.09383 1.50305
O 0.54929 1.76185 -1.30904
P 0.57000 0.60795 0.11872
I 2.41930 -1.02596 -0.18667
H -0.95845 -1.25300 -0.92818
H -0.84450 -0.96684 0.85077
H -1.54403 0.31926 0.03890
*
```


Entry from OMol25: one molecule with the formula CH3IO2S2 at a distorted geometry (the ωB97M-V functional and the def2-TZVPD basis).

Output
total energy = -34949.64981 eV
energy relative to the best compared isomer or geometry (same formula, charge and spin) = 41.75 kcal/mol
frontier orbital gap = 8.59 eV
HOMO level = -9.90 eV
M = 238.07 g mol⁻¹
SMILES string = CO[S@](=O)(=S)I

The geometry in ORCA input format:
```
! RIJCOSX wB97M-V def2-TZVPD def2/J DEFGRID3
* xyz 0 1
C -0.15300 -0.22955 -0.21136
O -2.06652 -1.01081 1.62398
O -1.31020 -0.71682 -0.82486
S -3.31231 -2.69341 -0.44254
S -2.51408 -1.13871 0.26742
I -3.63779 0.96004 -0.00169
H 0.75812 -0.18492 -0.93697
H 0.13513 -1.07672 0.44898
H -0.43574 0.59375 0.35186
*
```


Entry from OMol25: a 2-piece molecular cluster, CH3IO3 overall at a distorted geometry (the ωB97M-V functional and the def2-TZVPD basis).

Output
total energy = -15328.93495 eV
energy relative to the best compared isomer or geometry (same formula, charge and spin) = 6.80 kcal/mol
frontier orbital gap = 10.28 eV
HOMO level = -10.12 eV
M = 189.94 g mol⁻¹
SMILES string = O=C(O)O.I

The geometry in ORCA input format:
```
! RIJCOSX wB97M-V def2-TZVPD def2/J DEFGRID3
* xyz 0 1
C 0.50468 -1.01011 0.60573
O -0.01654 -0.68257 1.81984
O 0.46139 -2.12833 0.12274
O 1.08110 -0.00802 0.10197
I -0.89862 1.80886 -2.11230
H -0.68820 -1.39698 2.03756
H -1.61134 2.69732 -3.33408
H 1.16752 0.71983 0.75854
*
```


Entry from OMol25: CH3IO3 as an isolated structure at a distorted geometry (the ωB97M-V functional and the def2-TZVPD basis).

Output
total energy = -15327.99510 eV
energy relative to the best compared isomer or geometry (same formula, charge and spin) = 28.48 kcal/mol
frontier orbital gap = 8.08 eV
HOMO level = -8.53 eV
M = 189.94 g mol⁻¹

The geometry in ORCA input format:
```
! RIJCOSX wB97M-V def2-TZVPD def2/J DEFGRID3
* xyz 0 1
C -0.02077 -0.01288 -0.03101
O -0.47775 -0.77092 0.93063
O -0.89450 0.93515 -0.31911
O 0.49504 -0.66758 -1.07775
I 2.10546 1.20262 1.15985
H -1.12373 -0.24876 1.49102
H -0.57723 1.18894 -1.24973
H 0.49347 -1.62658 -0.90389
*
```


Entry from OMol25: one molecule with the formula CH3IO3S2 at a distorted geometry (the ωB97M-V functional and the def2-TZVPD basis).

Output
total energy = -36996.19098 eV
energy relative to the best compared isomer or geometry (same formula, charge and spin) = 30.88 kcal/mol
frontier orbital gap = 8.40 eV
HOMO level = -9.72 eV
M = 254.07 g mol⁻¹

The geometry in ORCA input format:
```
! RIJCOSX wB97M-V def2-TZVPD def2/J DEFGRID3
* xyz 0 1
C 0.62614 -1.20526 -0.14017
O -2.40192 0.08153 -0.67868
O 1.46191 1.23539 0.41940
O 0.00839 -0.02189 2.13332
S -1.63096 1.39361 0.09439
S 0.35294 0.32571 0.78037
I -0.65371 2.51438 -1.69152
H -0.22670 -1.84600 -0.45530
H 1.14464 -0.68819 -0.96619
H 1.31927 -1.78928 0.50439
*
```


Entry from OMol25: a 2-piece molecular cluster, CH3IOS overall at a distorted geometry (the ωB97M-V functional and the def2-TZVPD basis).

Output
total energy = -22066.27776 eV
energy relative to the best compared isomer or geometry (same formula, charge and spin) = 41.55 kcal/mol
frontier orbital gap (spin up / spin down) = 9.49 / 4.54 eV
HOMO level (spin up / spin down) = -10.00 / -8.34 eV
M = 190.01 g mol⁻¹

The geometry in ORCA input format:
```
! RIJCOSX wB97M-V def2-TZVPD def2/J DEFGRID3
* xyz 0 1
C 0.19967 -0.29103 -0.08335
O 1.76992 1.65734 0.59405
S 0.79270 1.29662 -0.42418
I -3.14511 -0.79237 0.01977
H 0.77176 -0.66270 0.74279
H 0.42669 -0.69619 -1.03684
H -0.81564 -0.51166 0.18776
*
```


Entry from OMol25: CH3IOS2 as an isolated structure at a distorted geometry (the ωB97M-V functional and the def2-TZVPD basis).

Output
total energy = -32900.04381 eV
energy relative to the best compared isomer or geometry (same formula, charge and spin) = 87.07 kcal/mol
frontier orbital gap = 9.02 eV
HOMO level = -9.83 eV
M = 222.07 g mol⁻¹

The geometry in ORCA input format:
```
! RIJCOSX wB97M-V def2-TZVPD def2/J DEFGRID3
* xyz 0 1
C -0.38668 0.60085 -0.54081
O 2.10443 0.30156 0.45454
S 0.46123 -2.38796 -0.25996
S 0.55288 -0.59483 0.37711
I -2.45378 0.57820 0.17572
H 0.39365 1.44276 -0.21944
H -0.50230 0.64518 -1.57459
H -0.16943 -0.58575 1.58743
*
```


Entry from OMol25: a 2-piece molecular cluster, CH3IS2 overall at a distorted geometry (the ωB97M-V functional and the def2-TZVPD basis).

Output
total energy = -30853.81890 eV
energy relative to the best compared isomer or geometry (same formula, charge and spin) = 64.62 kcal/mol
frontier orbital gap (spin up / spin down) = 6.68 / 8.41 eV
HOMO level (spin up / spin down) = -8.52 / -8.93 eV
M = 206.07 g mol⁻¹

The geometry in ORCA input format:
```
! RIJCOSX wB97M-V def2-TZVPD def2/J DEFGRID3
* xyz 0 1
C 0.32607 -1.48506 -1.05328
S 0.18056 1.90803 1.20398
S -0.19374 0.06918 1.82008
I 0.24835 0.46212 -1.92004
H 1.02002 -1.56668 -0.21830
H -0.65427 -2.00877 -1.13682
H -0.92699 2.62117 1.30436
*
```


Entry from OMol25: a 2-piece molecular cluster, CH3IS2 overall at a distorted geometry (the ωB97M-V functional and the def2-TZVPD basis).

Output
⟨S²⟩ = 2.01
total energy = -30854.07861 eV
energy relative to the best compared isomer or geometry (same formula, charge and spin) = 29.61 kcal/mol
frontier orbital gap (spin up / spin down) = 8.13 / 5.82 eV
HOMO level (spin up / spin down) = -8.53 / -8.50 eV
M = 206.07 g mol⁻¹

The geometry in ORCA input format:
```
! RIJCOSX wB97M-V def2-TZVPD def2/J DEFGRID3
* xyz 0 3
C 0.43523 2.12688 0.03747
S 1.15263 0.74393 1.03727
S 3.49651 -0.65099 -0.15298
I 3.20890 -2.83536 0.43605
H -0.59841 2.49272 0.09129
H 0.71706 1.74766 -0.96793
H 1.02066 3.02802 0.33275
*
```


Entry from OMol25: CH3InNO2 as an isolated structure at a distorted geometry (the ωB97M-V functional and the def2-TZVPD basis).

Output
⟨S²⟩ = 1.80
total energy = -11771.34892 eV
energy relative to the best compared isomer or geometry (same formula, charge and spin) = 0.00 kcal/mol
frontier orbital gap (spin up / spin down) = 5.92 / 8.98 eV
HOMO level (spin up / spin down) = -32.91 / -34.90 eV
M = 175.86 g mol⁻¹

The geometry in ORCA input format:
```
! RIJCOSX wB97M-V def2-TZVPD def2/J DEFGRID3
* xyz 4 2
In 14.81971 6.82881 -2.07033
C 18.79876 8.72031 0.37769
N 18.44183 8.70877 -1.06664
O 17.36429 8.25604 -1.40822
O 19.35314 8.79922 -1.82293
H 19.76342 9.22761 0.39142
H 19.24978 7.80628 0.76397
H 17.95787 9.17347 0.90271
*
```


Entry from OMol25: CH3Mg2O2 as an isolated structure at a distorted geometry (the ωB97M-V functional and the def2-TZVPD basis).

Output
total energy = -16071.44073 eV
frontier orbital gap = 5.69 eV
HOMO level = -2.40 eV
M = 95.64 g mol⁻¹

The geometry in ORCA input format:
```
! RIJCOSX wB97M-V def2-TZVPD def2/J DEFGRID3
* xyz -1 1
O 1.30690 -0.43138 -0.06350
C 0.51181 0.22565 -0.98492
O -0.71895 0.55119 -0.39020
H 0.34616 -0.39224 -1.89669
H 0.97606 1.18297 -1.31401
Mg -0.03326 -0.44208 1.35660
Mg -2.55232 0.31836 0.14554
H 0.16359 -1.01247 3.14719
*
```


Entry from OMol25: CH3MoN2O2Se4 as an isolated structure (the ωB97M-V functional and the def2-TZVPD basis).

Output
total energy = -271368.69890 eV
frontier orbital gap (spin up / spin down) = 6.16 / 6.17 eV
HOMO level (spin up / spin down) = -19.86 / -19.86 eV
M = 486.83 g mol⁻¹

The geometry in ORCA input format:
```
! RIJCOSX wB97M-V def2-TZVPD def2/J DEFGRID3
* xyz 3 1
Mo -2.30201 -1.78170 -0.49125
N 2.84478 1.23106 -0.33462
N 3.55014 2.45554 -0.12682
C 2.83875 3.48164 0.14136
O 2.19978 4.37544 0.37630
O -2.11165 -0.68290 0.67058
H 3.19219 0.57909 0.36428
H 3.11171 0.90375 -1.25963
H 4.56620 2.55424 -0.17633
Se -4.70262 -1.53087 -1.00069
Se -6.00542 -3.14585 -0.03126
Se -4.67204 -4.57272 1.05254
Se -2.50981 -3.86673 0.81555
*
```


Q: Which of these has the highest M?
A: CH3MoN2O2Se4


Q: Which value of M does entry 3 give?
A: 189.94 g mol⁻¹


Q: Look up the total energy of the second one.
A: -34949.64981 eV


Copy entry 7 word for word.
Entry from OMol25: CH3IOS2 as an isolated structure at a distorted geometry (the ωB97M-V functional and the def2-TZVPD basis).

Output
total energy = -32900.04381 eV
energy relative to the best compared isomer or geometry (same formula, charge and spin) = 87.07 kcal/mol
frontier orbital gap = 9.02 eV
HOMO level = -9.83 eV
M = 222.07 g mol⁻¹

The geometry in ORCA input format:
```
! RIJCOSX wB97M-V def2-TZVPD def2/J DEFGRID3
* xyz 0 1
C -0.38668 0.60085 -0.54081
O 2.10443 0.30156 0.45454
S 0.46123 -2.38796 -0.25996
S 0.55288 -0.59483 0.37711
I -2.45378 0.57820 0.17572
H 0.39365 1.44276 -0.21944
H -0.50230 0.64518 -1.57459
H -0.16943 -0.58575 1.58743
*
```